DFT (ωB97M-V/def2-TZVPD) results for a 18-piece molecular cluster, C48H136N12O22 overall.

Output
- Gap between HOMO and LUMO (alpha / beta): 6.914 / 1.795 eV
- 2S+1: 2
- Max |F|: 5.6 eV/Å
- Charge: +1

Last columns: bonded neighbours and bond lengths (Å).
Positions of all 218 atoms, in Å:
1 C -3.423 -1.878 6.788  O2 1.234, N3 1.314, N4 1.308
2 O -3.614 -2.467 7.856  C1 1.234
3 N -4.409 -1.613 5.959  C1 1.314, H5 1.010, H6 1.010
4 N -2.288 -1.321 6.455  C1 1.308, H7 1.010, H8 1.010
5 H -5.299 -1.959 6.286  N3 1.010
6 H -4.309 -0.788 5.385  N3 1.010
7 H -2.119 -0.884 5.560  N4 1.010
8 H -1.528 -1.411 7.114  N4 1.010
9 C -3.080 -0.155 -4.249  O10 1.217, N11 1.277, N12 1.287
10 O -3.480 0.961 -3.972  C9 1.217
11 N -1.869 -0.410 -4.564  C9 1.277, H13 1.010, H14 1.010
12 N -3.837 -1.182 -4.415  C9 1.287, H15 1.010, H16 1.010
13 H -1.662 -1.392 -4.673  N11 1.010
14 H -1.199 0.302 -4.309  N11 1.010
15 H -3.444 -2.082 -4.651  N12 1.010
16 H -4.833 -1.041 -4.508  N12 1.010
17 C 0.378 2.673 -4.929  O18 1.217, N19 1.303, N20 1.285
18 O 0.474 1.531 -4.521  C17 1.217
19 N 0.230 3.720 -4.166  C17 1.303, H21 1.010, H22 1.010
20 N 0.269 3.068 -6.147  C17 1.285, H23 1.010, H24 1.010
21 H 0.307 3.615 -3.164  N19 1.010
22 H -0.150 4.600 -4.482  N19 1.010
23 H 0.288 4.063 -6.319  N20 1.010
24 H 0.500 2.410 -6.878  N20 1.010
25 C 1.966 -1.699 -2.972  O26 1.191, N27 1.320, N28 1.326
26 O 2.409 -2.454 -2.165  C25 1.191
27 N 0.993 -0.842 -2.726  C25 1.320, H29 1.010, H30 1.010
28 N 2.522 -1.484 -4.156  C25 1.326, H31 1.010, H32 1.010
29 H 0.410 -1.018 -1.920  N27 1.010
30 H 0.695 -0.161 -3.409  N27 1.010
31 H 2.053 -0.772 -4.697  N28 1.010
32 H 3.332 -1.982 -4.498  N28 1.010
33 C -2.039 -5.849 1.697  C34 1.478, H36 1.090, H37 1.090, H38 1.090
34 C -2.916 -5.969 2.882  C33 1.478, O35 1.442, H39 1.090, H40 1.090
35 O -2.957 -7.333 3.346  C34 1.442, H41 0.960
36 H -1.969 -4.810 1.376  C33 1.090
37 H -2.459 -6.315 0.806  C33 1.090
38 H -1.011 -6.168 1.871  C33 1.090
39 H -3.927 -5.665 2.612  C34 1.090
40 H -2.604 -5.253 3.642  C34 1.090
41 H -3.502 -7.354 4.135  O35 0.960
42 C 1.105 8.001 2.678  C43 1.531, H45 1.090, H46 1.090, H47 1.090
43 C 0.951 6.690 3.453  C42 1.531, O44 1.400, H48 1.090, H49 1.090
44 O 1.089 5.607 2.577  C43 1.400, H50 0.960
45 H 0.312 8.051 1.932  C42 1.090
46 H 2.111 8.254 2.343  C42 1.090
47 H 1.012 8.779 3.436  C42 1.090
48 H -0.029 6.489 3.885  C43 1.090
49 H 1.718 6.553 4.216  C43 1.090
50 H 1.958 5.619 2.169  O44 0.960
51 C 2.505 2.600 5.439  C52 1.561, H54 1.090, H55 1.090, H56 1.090
52 C 3.684 3.332 4.724  C51 1.561, O53 1.439, H57 1.090, H58 1.090
53 O 4.746 3.751 5.600  C52 1.439, H59 0.960
54 H 2.179 3.061 6.371  C51 1.090
55 H 2.735 1.553 5.635  C51 1.090
56 H 1.595 2.552 4.840  C51 1.090
57 H 3.247 4.172 4.183  C52 1.090
58 H 4.221 2.651 4.065  C52 1.090
59 H 5.014 2.985 6.113  O53 0.960
60 C 3.994 -0.932 4.886  C61 1.525, H63 1.090, H64 1.090, H65 1.090
61 C 4.926 -2.139 4.848  C60 1.525, O62 1.415, H66 1.090, H67 1.090
62 O 5.406 -2.369 6.159  C61 1.415, H68 0.960
63 H 3.513 -0.742 3.927  C60 1.090
64 H 4.639 -0.106 5.188  C60 1.090
65 H 3.107 -1.118 5.490  C60 1.090
66 H 5.878 -1.989 4.339  C61 1.090
67 H 4.384 -3.076 4.720  C61 1.090
68 H 4.899 -2.917 6.762  O62 0.960
69 C 6.012 1.273 2.356  C70 1.486, H72 1.090, H73 1.090, H74 1.090
70 C 7.161 0.790 1.546  C69 1.486, O71 1.379, H75 1.090, H76 1.090
71 O 7.863 1.941 1.261  C70 1.379, H77 0.960
72 H 6.249 1.448 3.405  C69 1.090
73 H 5.325 0.428 2.321  C69 1.090
74 H 5.405 2.052 1.896  C69 1.090
75 H 6.946 0.159 0.683  C70 1.090
76 H 7.856 0.261 2.198  C70 1.090
77 H 8.759 1.598 1.289  O71 0.960
78 C -3.610 5.121 0.766  C79 1.538, H81 1.090, H82 1.090, H83 1.090
79 C -2.128 4.828 1.049  C78 1.538, O80 1.411, H84 1.090, H85 1.090
80 O -1.758 5.235 2.349  C79 1.411, H86 0.960
81 H -3.854 6.184 0.777  C78 1.090
82 H -4.222 4.676 1.550  C78 1.090
83 H -3.953 4.849 -0.232  C78 1.090
84 H -1.511 5.329 0.303  C79 1.090
85 H -1.989 3.750 0.967  C79 1.090
86 H -0.854 5.005 2.572  O80 0.960
87 C -5.664 -4.799 4.885  C88 1.516, H90 1.090, H91 1.090, H92 1.090
88 C -6.706 -5.106 3.828  C87 1.516, O89 1.455, H93 1.090, H94 1.090
89 O -6.468 -4.259 2.669  C88 1.455, H95 0.960
90 H -4.635 -5.045 4.624  C87 1.090
91 H -5.869 -5.359 5.797  C87 1.090
92 H -5.675 -3.721 5.050  C87 1.090
93 H -7.745 -5.131 4.157  C88 1.090
94 H -6.498 -6.087 3.402  C88 1.090
95 H -6.298 -4.884 1.960  O89 0.960
96 C 2.156 5.633 -0.466  C97 1.533, H99 1.090, H100 1.090, H101 1.090
97 C 3.578 5.755 0.093  C96 1.533, O98 1.425, H102 1.090, H103 1.090
98 O 3.548 6.094 1.477  C97 1.425, H104 0.960
99 H 2.140 5.600 -1.555  C96 1.090
100 H 1.485 6.454 -0.209  C96 1.090
101 H 1.535 4.752 -0.305  C96 1.090
102 H 4.136 6.465 -0.519  C97 1.090
103 H 4.181 4.855 -0.025  C97 1.090
104 H 4.416 5.962 1.865  O98 0.960
105 C 4.510 -1.967 0.992  C106 1.537, H108 1.090, H109 1.090, H110 1.090
106 C 4.490 -3.407 0.455  C105 1.537, O107 1.435, H111 1.090, H112 1.090
107 O 5.836 -3.893 0.562  C106 1.435, H113 0.960
108 H 4.875 -1.227 0.281  C105 1.090
109 H 5.059 -1.743 1.906  C105 1.090
110 H 3.488 -1.646 1.196  C105 1.090
111 H 4.210 -3.496 -0.595  C106 1.090
112 H 3.925 -4.086 1.093  C106 1.090
113 H 5.955 -4.433 -0.223  O107 0.960
114 C -5.896 0.864 0.602  C115 1.520, H117 1.090, H118 1.090, H119 1.090
115 C -5.722 2.360 0.395  C114 1.520, O116 1.398, H120 1.090, H121 1.090
116 O -6.659 2.959 1.243  C115 1.398, H122 0.960
117 H -5.924 0.631 1.667  C114 1.090
118 H -5.044 0.299 0.223  C114 1.090
119 H -6.671 0.495 -0.069  C114 1.090
120 H -5.971 2.695 -0.612  C115 1.090
121 H -4.766 2.685 0.804  C115 1.090
122 H -6.872 3.797 0.827  O116 0.960
123 C 2.335 2.217 1.678  O124 1.374, H132 1.090, H133 1.090, H134 1.090
124 O 1.144 1.690 1.241  C123 1.374, C125 1.419
125 C 1.196 1.141 -0.066  O124 1.419, C126 1.518, H135 1.090, H136 1.090
126 C -0.207 0.885 -0.586  C125 1.518, N127 1.492, H137 1.090, H138 1.090
127 N -0.632 -0.525 -0.348  C126 1.492, C128 1.455, H139 1.010
128 C -2.036 -0.707 -0.686  N127 1.455, C129 1.565, H140 1.090, H141 1.090
129 C -2.647 -1.988 -0.029  C128 1.565, O130 1.454, H142 1.090, H143 1.090
130 O -2.785 -1.854 1.412  C129 1.454, C131 1.425
131 C -3.945 -2.575 1.817  O130 1.425, H144 1.090, H145 1.090, H146 1.090
132 H 2.950 1.438 2.129  C123 1.090
133 H 2.100 2.895 2.498  C123 1.090
134 H 2.963 2.743 0.959  C123 1.090
135 H 1.787 0.229 -0.141  C125 1.090
136 H 1.696 1.854 -0.722  C125 1.090
137 H -0.390 1.140 -1.630  C126 1.090
138 H -0.835 1.648 -0.127  C126 1.090
139 H -0.444 -0.775 0.613  N127 1.010
140 H -2.156 -0.848 -1.760  C128 1.090
141 H -2.584 0.204 -0.444  C128 1.090
142 H -2.001 -2.853 -0.184  C129 1.090
143 H -3.622 -2.154 -0.486  C129 1.090
144 H -3.862 -3.637 1.588  C131 1.090
145 H -4.868 -2.220 1.357  C131 1.090
146 H -4.106 -2.261 2.849  C131 1.090
147 C 0.818 -3.355 1.463  O148 1.447, H156 1.090, H157 1.090, H158 1.090
148 O 0.237 -2.116 1.933  C147 1.447, C149 1.423
149 C 0.581 -1.926 3.300  O148 1.423, C150 1.604, H159 1.090, H160 1.090
150 C -0.020 -0.514 3.767  C149 1.604, N151 1.431, H161 1.090, H162 1.090
151 N -1.445 -0.450 3.645  C150 1.431, C152 1.494, H163 1.010
152 C -1.888 0.972 3.539  N151 1.494, C153 1.556, H164 1.090, H165 1.090
153 C -3.439 1.101 3.526  C152 1.556, O154 1.422, H166 1.090, H167 1.090
154 O -4.003 0.781 4.792  C153 1.422, C155 1.422
155 C -5.390 1.079 4.883  O154 1.422, H168 1.090, H169 1.090, H170 1.090
156 H 0.805 -4.125 2.233  C147 1.090
157 H 1.882 -3.212 1.273  C147 1.090
158 H 0.288 -3.718 0.582  C147 1.090
159 H 1.653 -1.939 3.500  C149 1.090
160 H 0.139 -2.741 3.873  C149 1.090
161 H 0.398 0.192 3.050  C150 1.090
162 H 0.206 -0.216 4.790  C150 1.090
163 H -1.806 -0.980 2.865  N151 1.010
164 H -1.572 1.378 2.578  C152 1.090
165 H -1.545 1.700 4.274  C152 1.090
166 H -3.822 0.340 2.846  C153 1.090
167 H -3.648 2.108 3.168  C153 1.090
168 H -5.605 2.135 4.720  C155 1.090
169 H -5.714 0.800 5.886  C155 1.090
170 H -5.976 0.573 4.115  C155 1.090
171 C -1.109 -1.629 -9.600  O172 1.404, H180 1.090, H181 1.090, H182 1.090
172 O -0.794 -2.558 -8.595  C171 1.404, C173 1.403
173 C -1.597 -2.490 -7.447  O172 1.403, C174 1.536, H183 1.090, H184 1.090
174 C -0.975 -3.336 -6.326  C173 1.536, N175 1.474, H185 1.090, H186 1.090
175 N -1.845 -3.433 -5.141  C174 1.474, C176 1.476, H187 1.010
176 C -1.066 -4.242 -4.184  N175 1.476, C177 1.568, H188 1.090, H189 1.090
177 C -1.779 -4.294 -2.789  C176 1.568, O178 1.399, H190 1.090, H191 1.090
178 O -2.737 -5.313 -2.798  C177 1.399, C179 1.443
179 C -3.884 -5.194 -1.931  O178 1.443, H192 1.090, H193 1.090, H194 1.090
180 H -2.179 -1.702 -9.794  C171 1.090
181 H -0.561 -1.725 -10.537  C171 1.090
182 H -0.895 -0.636 -9.203  C171 1.090
183 H -2.537 -2.963 -7.733  C173 1.090
184 H -1.834 -1.497 -7.066  C173 1.090
185 H 0.006 -2.923 -6.089  C174 1.090
186 H -0.734 -4.353 -6.637  C174 1.090
187 H -2.655 -4.022 -5.276  N175 1.010
188 H -0.112 -3.719 -4.108  C176 1.090
189 H -0.959 -5.212 -4.670  C176 1.090
190 H -2.228 -3.304 -2.720  C177 1.090
191 H -0.979 -4.424 -2.060  C177 1.090
192 H -4.538 -4.361 -2.190  C179 1.090
193 H -3.595 -5.076 -0.887  C179 1.090
194 H -4.450 -6.109 -2.103  C179 1.090
195 C 4.569 1.130 -1.495  O196 1.435, H204 1.090, H205 1.090, H206 1.090
196 O 4.185 2.366 -2.116  C195 1.435, C197 1.454
197 C 3.384 2.310 -3.328  O196 1.454, C198 1.486, H207 1.090, H208 1.090
198 C 4.178 1.922 -4.523  C197 1.486, N199 1.467, H209 1.090, H210 1.090
199 N 3.380 1.911 -5.754  C198 1.467, C200 1.434, H211 1.010
200 C 4.043 1.415 -6.924  N199 1.434, C201 1.551, H212 1.090, H213 1.090
201 C 3.147 1.470 -8.189  C200 1.551, O202 1.435, H214 1.090, H215 1.090
202 O 1.787 1.161 -7.853  C201 1.435, C203 1.441
203 C 1.436 -0.232 -7.728  O202 1.441, H216 1.090, H217 1.090, H218 1.090
204 H 5.260 0.655 -2.190  C195 1.090
205 H 3.811 0.347 -1.485  C195 1.090
206 H 4.907 1.308 -0.474  C195 1.090
207 H 3.084 3.335 -3.543  C197 1.090
208 H 2.495 1.708 -3.138  C197 1.090
209 H 4.718 1.011 -4.267  C198 1.090
210 H 4.974 2.634 -4.743  C198 1.090
211 H 2.488 1.458 -5.617  N199 1.010
212 H 4.246 0.370 -6.690  C200 1.090
213 H 4.983 1.967 -6.954  C200 1.090
214 H 3.464 0.703 -8.894  C201 1.090
215 H 3.270 2.455 -8.640  C201 1.090
216 H 0.461 -0.489 -7.314  C203 1.090
217 H 2.137 -0.606 -6.982  C203 1.090
218 H 1.510 -0.887 -8.596  C203 1.090

These are the Mulliken partial charges, in e, on atoms 1 to 6:
1 C 0.327
2 O -0.772
3 N -0.112
4 N -0.265
5 H 0.320
6 H 0.308